# C14H14CoF5NO3S4

A molecular structure, C14H14CoF5NO3S4 (ωB97M-V/def2-TZVPD, the OMol25 dataset).

The calculation puts the HOMO energy (spin up / spin down) at -4.946 / -5.321 eV. As for the orbital gap (spin up / spin down): 0.2706 / 0.2127 hartree. Its expectation value of S² is 6.0132. The total charge is -1. The electronic energy comes out at -116934.720 eV. Its multiplicity is 5.

Geometry (Å):
Co 0.962 -0.511 0.058
N 1.703 0.336 2.121
C 1.881 -0.661 3.183
C 0.565 -1.333 3.520
C -0.020 -2.199 2.385
O -0.956 -2.946 2.691
O 0.501 -2.070 1.231
H 2.571 0.828 1.954
H 0.996 1.013 2.386
H 2.300 -0.212 4.094
H 2.592 -1.405 2.818
H -0.195 -0.580 3.755
H 0.672 -1.976 4.394
S 2.266 -2.911 -3.636
C 1.801 -2.107 -2.236
S 0.199 -1.576 -2.044
S 2.920 -1.746 -1.024
F 3.834 1.243 0.285
C 2.976 1.818 -0.608
C 1.706 1.299 -0.785
C 0.963 1.994 -1.728
F -0.321 1.627 -1.977
C 1.422 3.084 -2.449
F 0.641 3.703 -3.354
C 2.700 3.556 -2.220
F 3.166 4.622 -2.890
C 3.485 2.916 -1.282
F 4.725 3.377 -1.029
O -0.995 0.298 0.663
S -2.423 -0.131 0.788
C -3.334 0.712 -0.584
C -3.996 -0.355 -1.457
C -4.057 -1.631 -0.615
C -2.675 -1.755 0.000
H -2.586 1.302 -1.114
H -4.057 1.378 -0.114
H -3.378 -0.543 -2.336
H -4.983 -0.037 -1.798
H -4.311 -2.506 -1.214
H -4.810 -1.528 0.174
H -1.897 -1.853 -0.757
H -2.554 -2.533 0.750

These are the Mulliken partial charges, in e, on atoms 1 to 2: number 1, Co, carries 0.560; number 2, N, carries -0.359


# C14H14CuN5OS2

A molecular structure, C14H14CuN5OS2 (ωB97M-V/def2-TZVPD, the OMol25 dataset).

The calculation puts the HOMO energy at -7.691 eV. As for the orbital gap: 0.2660 hartree. The electronic energy comes out at -90552.850 eV.

Geometry (Å):
Cu -1.688 -0.481 0.947
C 2.544 2.620 1.430
S 1.306 2.512 2.774
C 0.386 1.112 2.249
S -1.213 0.846 2.804
N 1.101 0.274 1.475
N 0.370 -0.810 1.011
C 0.813 -1.991 0.873
C -0.187 -2.952 0.406
C 0.182 -4.286 0.248
C -0.786 -5.211 -0.246
C -2.102 -4.785 -0.382
C -2.367 -3.532 0.036
N -1.476 -2.614 0.464
H 3.269 3.351 1.793
H 2.969 1.653 1.182
H 2.042 3.042 0.604
H 1.894 -2.303 1.015
H 1.243 -4.590 0.368
H -0.392 -6.204 -0.465
H -2.888 -5.488 -0.704
H -3.320 -3.086 -0.101
N 2.210 1.108 -1.539
C 1.557 2.184 -1.971
O 2.038 2.963 -2.779
C 0.118 2.245 -1.502
C -0.469 3.451 -1.188
C -1.777 3.483 -0.753
C -2.423 2.248 -0.520
N -1.808 1.080 -0.589
C -0.520 1.079 -1.138
H 3.180 1.219 -1.765
H 1.984 0.785 -0.578
H -0.034 4.414 -1.339
H -2.209 4.411 -0.533
H -3.394 2.188 -0.175
H -0.153 0.066 -1.416

These are the Mulliken partial charges, in e, on atoms 1 to 2: number 1, Cu, carries -0.136; number 2, C, carries -0.505


# C14H14N2O2S2Zr

A molecular structure, C14H14N2O2S2Zr (ωB97M-V/def2-TZVPD, the OMol25 dataset).

The calculation puts the HOMO energy (spin up / spin down) at -6.706 / -6.704 eV. As for the orbital gap (spin up / spin down): 0.1791 / 0.1789 hartree. The electronic energy comes out at -44765.379 eV.

Geometry (Å):
C 1.008 3.334 -1.826
C 0.099 3.592 -0.751
C -0.937 2.584 -0.782
C -0.705 1.748 -1.926
C 0.503 2.203 -2.558
Zr 1.186 1.519 -0.194
N 2.042 -0.397 -2.926
C 1.797 2.256 1.663
C 0.387 2.265 1.789
H -1.830 2.540 -0.140
H 0.134 4.442 -0.073
H -1.354 0.934 -2.263
H 0.881 1.833 -3.499
H 1.900 3.909 -2.079
H -0.120 3.225 1.812
H 2.360 1.470 2.226
H 2.995 0.017 -3.104
H -0.072 1.559 2.477
H 2.329 3.207 1.471
O -2.483 0.199 0.885
S -1.329 -0.502 1.377
O -0.907 -0.324 2.744
N -0.036 -0.206 0.258
C 0.272 -1.227 -0.579
S 1.956 -0.927 -1.403
C -0.401 -2.454 -0.125
C -0.134 -3.811 -0.435
C -0.683 -4.843 0.345
C -1.501 -4.534 1.450
C -1.809 -3.204 1.776
C -1.245 -2.203 0.969
H 0.519 -3.979 -1.298
H -0.482 -5.879 0.038
H -1.878 -5.368 2.051
H -2.464 -2.978 2.629

These are the Mulliken partial charges, in e, on atoms 1 to 2: number 1, C, carries -0.765; number 2, C, carries -0.559


# C14H14N2O3SSn

A molecular structure, C14H14N2O3SSn (ωB97M-V/def2-TZVPD, the OMol25 dataset).

The value obtained for the relative energy (zero: lowest compared OMol25 entry of this formula, charge and spin) is 0.0 kJ/mol. The calculation puts the HOMO energy (spin up / spin down) at 1.507 / 2.537 eV. As for the orbital gap (spin up / spin down): 0.1410 / 0.1037 hartree. The total charge is -2. The electronic energy comes out at -40527.495 eV.

Geometry (Å):
C -0.491 1.480 -2.406
C 0.890 1.379 -2.088
C 1.061 1.690 -0.694
C -0.267 2.055 -0.171
C -1.208 1.884 -1.251
Sn 0.002 -0.250 0.095
N -1.774 -1.162 -0.273
C -0.273 -2.364 -0.530
C 1.145 -1.955 -0.625
H 1.994 1.864 -0.162
H 1.699 1.198 -2.790
H -0.423 2.611 0.746
H -2.267 2.114 -1.182
H -0.918 1.351 -3.397
H 1.531 -1.811 -1.637
H -0.428 -3.120 0.263
H -2.060 -1.494 0.657
H 1.804 -2.383 0.130
H -0.604 -2.763 -1.503
O 0.971 -2.209 2.480
C 0.477 -1.193 2.985
N 0.073 -0.099 2.231
S -0.686 1.151 3.058
O 0.109 2.343 2.993
O -2.071 1.200 2.647
C -0.455 0.307 4.583
C -0.846 0.768 5.839
C -0.612 -0.062 6.943
C -0.005 -1.320 6.768
C 0.389 -1.750 5.501
C 0.173 -0.910 4.398
H -1.314 1.745 5.931
H -0.906 0.265 7.940
H 0.155 -1.960 7.637
H 0.859 -2.717 5.329

These are the Mulliken partial charges, in e, on atoms 1 to 2: number 1, C, carries -0.112; number 2, C, carries -0.470


# C14H14O4

A single C14H14O4 molecule (ωB97M-V/def2-TZVPD, the OMol25 dataset).

The value obtained for the relative energy (zero: lowest compared OMol25 entry of this formula, charge and spin) is 982.2 kJ/mol. Its SMILES is c1ccc(COOOOCc2ccccc2)cc1. The calculation puts the HOMO energy at -9.320 eV. As for the orbital gap: 0.3293 hartree. The electronic energy comes out at -22925.660 eV.

Geometry (Å):
C -4.993 0.503 2.735
C -4.296 -0.711 2.954
C -2.904 -0.675 3.196
C -2.225 0.544 3.119
C -0.738 0.565 2.980
O -0.482 0.631 1.588
O 1.152 0.587 1.784
O 1.862 0.926 0.728
O 1.672 -0.036 -0.596
C 2.821 0.482 -1.242
C 2.890 -0.212 -2.564
C 2.306 0.374 -3.695
C 2.044 -0.421 -4.828
C 2.463 -1.772 -4.842
C 3.304 -2.241 -3.798
C 3.544 -1.426 -2.694
C -2.941 1.729 3.192
C -4.323 1.736 2.951
H -6.051 0.488 2.435
H -4.818 -1.670 2.860
H -2.375 -1.605 3.384
H -0.285 1.444 3.421
H -0.238 -0.314 3.362
H 3.667 0.253 -0.603
H 2.709 1.555 -1.302
H 2.001 1.418 -3.692
H 1.451 -0.019 -5.662
H 2.171 -2.436 -5.669
H 3.693 -3.279 -3.840
H 4.222 -1.786 -1.896
H -2.429 2.685 3.387
H -4.876 2.682 2.849

These are the Mulliken partial charges, in e, on atoms 1 to 2: number 1, C, carries -0.420; number 2, C, carries -0.405


# C14H15AuN5O4

A molecular structure, C14H15AuN5O4 (ωB97M-V/def2-TZVPD, the OMol25 dataset).

The value obtained for the relative energy (zero: lowest compared OMol25 entry of this formula, charge and spin) is 23.8 kJ/mol. The calculation puts the HOMO energy at -5.204 eV. As for the orbital gap: 0.2922 hartree. The total charge is -1. The electronic energy comes out at -34096.661 eV.

Geometry (Å):
Au -14.900 10.407 -1.346
N -16.734 12.277 -2.806
N -17.915 11.619 -2.472
C -17.952 10.689 -1.444
O -19.027 10.144 -1.243
O -16.906 10.489 -0.678
H -16.756 13.268 -2.749
H -16.326 11.979 -3.684
H -18.684 11.577 -3.095
C -13.281 4.383 2.249
C -14.531 5.120 1.879
C -15.862 4.988 2.298
C -16.522 6.016 1.599
N -15.680 6.712 0.833
N -14.496 6.144 1.042
C -17.980 6.354 1.568
H -12.488 5.007 2.676
H -12.877 3.887 1.367
H -13.506 3.626 2.993
H -16.239 4.209 2.974
H -13.701 6.482 0.549
H -18.475 5.896 0.642
H -18.112 7.460 1.450
H -18.465 5.996 2.458
O -12.884 12.889 -2.015
C -12.369 11.791 -2.154
N -12.997 10.564 -2.023
C -12.150 9.523 -2.133
O -12.419 8.345 -2.065
C -10.774 10.065 -2.374
C -9.559 9.458 -2.431
C -8.443 10.271 -2.621
C -8.592 11.636 -2.783
C -9.843 12.286 -2.676
C -10.919 11.477 -2.444
H -9.436 8.395 -2.287
H -7.469 9.830 -2.578
H -7.743 12.262 -3.003
H -9.969 13.383 -2.826

These are the Mulliken partial charges, in e, on atoms 1 to 2: number 1, Au, carries 0.234; number 2, N, carries -0.460


# C14H15BrNO2Re

A molecular structure, C14H15BrNO2Re (ωB97M-V/def2-TZVPD, the OMol25 dataset).

The value obtained for the relative energy (zero: lowest compared OMol25 entry of this formula, charge and spin) is 0.0 kJ/mol. The calculation puts the HOMO energy (spin up / spin down) at -11.797 / -11.739 eV. As for the orbital gap (spin up / spin down): 0.2564 / 0.2611 hartree. Its expectation value of S² is 0.7670. The total charge is +1. The electronic energy comes out at -92510.430 eV. Its multiplicity is 2.

Geometry (Å):
Re -1.466 0.412 -0.790
O -1.664 4.807 2.808
C -1.370 3.668 2.176
C -0.501 2.711 2.743
C -0.241 1.555 2.065
N -0.823 1.364 0.868
C -1.670 2.252 0.301
Br -3.045 0.238 -2.579
C -1.958 3.443 0.938
H -1.215 4.874 3.658
H -0.048 2.885 3.710
H 0.431 0.792 2.436
H -2.622 4.182 0.513
C 2.280 1.384 -3.010
C 1.284 0.567 -2.230
O 0.150 1.407 -1.817
H 3.128 0.755 -3.281
H 2.646 2.224 -2.422
H 1.842 1.766 -3.935
H 1.710 0.187 -1.305
H 0.910 -0.275 -2.809
H -0.202 1.848 -2.604
C -0.766 -1.163 -0.622
C -0.242 -2.400 -0.098
C -0.315 -2.671 1.271
C 0.137 -3.885 1.757
C 0.672 -4.822 0.880
C 0.762 -4.551 -0.479
C 0.304 -3.342 -0.973
H -0.738 -1.928 1.937
H 0.076 -4.102 2.815
H 1.023 -5.772 1.261
H 1.176 -5.288 -1.153
H 0.356 -3.120 -2.031

These are the Mulliken partial charges, in e, on atoms 1 to 2: number 1, Re, carries 1.003; number 2, O, carries -0.483


# C14H15F3N2

A single C14H15F3N2 molecule (ωB97M-V/def2-TZVPD, the OMol25 dataset).

Its SMILES is C#CCN1CCN(c2cccc(C(F)(F)F)c2)CC1. The calculation puts the HOMO energy at -8.270 eV. As for the orbital gap: 0.3312 hartree. The electronic energy comes out at -25882.634 eV.

Geometry (Å):
C -5.811 -2.269 -0.391
C -5.120 -1.256 -0.679
C -4.387 0.075 -0.950
N -3.441 0.153 0.037
C -2.442 -1.011 -0.166
C -1.526 -0.741 1.188
N -0.962 0.537 1.239
C 0.276 0.902 0.258
C 0.573 1.879 -0.451
C 1.656 2.375 -1.067
C 2.714 1.535 -0.899
C 2.576 0.121 -0.217
C 3.646 -1.036 -0.034
F 4.522 -0.828 -0.947
F 4.357 -0.702 1.035
F 3.099 -2.082 -0.053
C 1.282 -0.035 0.343
C -2.032 1.761 1.288
C -2.969 1.557 0.151
H -6.413 -3.285 -0.323
H -4.176 -0.068 -2.082
H -5.215 0.863 -0.830
H -2.913 -1.851 0.134
H -1.907 -0.674 -1.024
H -0.679 -1.272 1.052
H -2.083 -0.777 2.200
H -0.188 2.909 -0.388
H 1.903 3.180 -1.640
H 3.644 1.466 -1.290
H 1.174 -0.977 0.911
H -1.489 2.780 1.208
H -2.445 1.325 2.069
H -3.699 2.425 -0.176
H -2.300 1.682 -0.996

These are the Mulliken partial charges, in e, on atoms 1 to 2: number 1, C, carries -0.139; number 2, C, carries -0.364